a:
A cluster of 2 separate species, C7H14N2O in total, computed with the ωB97M-V functional and the def2-TZVPD basis.

HOMO level (alpha / beta) in eV: -6.87 / -6.87
LUMO energy (alpha / beta) in eV: -0.18 / -0.17
Net charge: 0

```
24
C7H14N2O | the Open Molecules 2025 dataset | the ωB97M-V functional and the def2-TZVPD basis
C -0.089 2.774 -0.635
C 3.038 -0.585 0.450
C -0.617 1.535 -0.934
C -1.167 0.776 1.523
C 0.877 -1.167 -1.370
C -2.151 -1.464 0.322
C -1.077 0.630 0.089
N 1.756 -0.332 0.677
N 0.757 -0.736 -0.018
O -1.883 -0.294 -0.493
H 0.277 3.548 -1.462
H 0.058 3.149 0.432
H 3.844 -0.437 1.217
H 3.485 -1.346 -0.167
H -0.811 1.036 -1.874
H -2.241 0.740 1.626
H -0.808 0.067 2.351
H -0.922 1.862 1.754
H 1.488 -0.600 -2.012
H 1.206 -2.216 -1.436
H -0.185 -1.167 -1.643
H -1.140 -1.792 0.519
H -2.769 -2.178 -0.266
H -2.689 -1.113 1.274
```

---

b:
A cluster of 2 separate species, C7H14N2O in total, computed with the ωB97M-V functional and the def2-TZVPD basis.

HOMO level in eV: -10.56
LUMO energy in eV: 0.35
Net charge: 0
SMILES: N#CC(N)=O.CCC(C)C

```
24
C7H14N2O | the Open Molecules 2025 dataset | the ωB97M-V functional and the def2-TZVPD basis
C -0.947 0.857 -0.739
C 0.479 0.316 -1.214
C -1.933 -0.116 -0.102
C -0.766 2.084 0.152
C 0.401 -0.877 -2.141
H -1.402 1.193 -1.683
H 0.967 1.147 -1.710
H 1.060 0.085 -0.320
H -2.034 -1.021 -0.698
H -2.914 0.345 -0.036
H -1.638 -0.344 0.918
H -0.015 2.760 -0.253
H -1.703 2.632 0.230
H -0.472 1.789 1.156
H 1.390 -1.153 -2.505
H -0.244 -0.662 -2.990
H 0.009 -1.745 -1.604
C 0.952 -0.738 2.150
N 2.297 -0.698 2.238
C 0.492 -1.761 1.205
O 0.193 -0.059 2.802
N 0.220 -2.667 0.552
H 2.889 -1.341 1.734
H 2.717 -0.024 2.858
```

---

c:
A structure of composition C7H14N2O, computed with the ωB97M-V functional and the def2-TZVPD basis.

HOMO level (alpha / beta) in eV: -7.10 / -7.10
LUMO energy (alpha / beta) in eV: 0.60 / 0.60
Net charge: 0

```
24
C7H14N2O | the Open Molecules 2025 dataset | the ωB97M-V functional and the def2-TZVPD basis
C -1.857 -0.736 -0.187
C -0.560 0.889 0.873
C -1.663 -0.918 -1.667
C -1.802 -1.976 0.667
O -1.131 0.657 2.079
H -0.342 0.432 2.647
H -2.703 -0.105 0.063
H -1.002 1.690 0.290
H -0.617 -0.195 0.163
H -0.750 -1.471 -1.884
H -2.496 -1.503 -2.071
H -0.894 -2.550 0.484
H -1.633 0.037 -2.191
H -2.656 -2.622 0.441
H -1.887 -1.727 1.725
C 3.313 1.449 -0.207
C 1.940 0.841 -0.300
N 1.350 0.424 -1.345
C 1.183 0.865 0.963
N 1.275 1.315 2.087
H 1.979 0.378 -2.146
H 3.231 2.514 0.018
H 3.851 1.006 0.632
H 3.872 1.308 -1.132
```

---

Name the least stable of them. a.

---

a:
An isolated molecule of C7H14N2O, computed with the ωB97M-V functional and the def2-TZVPD basis.

HOMO level in eV: -8.11
LUMO energy in eV: 0.50
Net charge: 0
SMILES: C=C(CN[C@@H](C)N)C(C)=O

```
24
C7H14N2O | the Open Molecules 2025 dataset | the ωB97M-V functional and the def2-TZVPD basis
C -0.985 0.534 1.746
C -0.700 -0.971 -0.463
C -1.972 -0.101 2.680
C 2.364 -0.265 -2.696
N -0.448 -0.845 0.956
C 1.619 -0.544 -1.410
C 0.193 -0.113 -1.346
N -0.007 1.312 2.393
C -0.263 0.971 -1.970
O 2.154 -1.141 -0.500
H 0.519 -1.083 1.157
H -1.461 1.110 0.949
H 0.691 1.687 1.762
H 0.438 0.830 3.164
H -1.745 -0.701 -0.646
H -0.567 -2.020 -0.757
H -2.146 -1.062 2.094
H -1.525 -0.393 3.631
H -2.846 0.528 2.820
H 3.344 -0.735 -2.662
H 1.802 -0.642 -3.549
H 2.494 0.810 -2.823
H -1.313 1.223 -1.958
H 0.360 1.612 -2.574
```

---

b:
A structure of composition C7H14N2O, computed with the ωB97M-V functional and the def2-TZVPD basis.

HOMO level (alpha / beta) in eV: -7.54 / -7.54
LUMO energy (alpha / beta) in eV: 0.22 / 0.22
Net charge: 0

```
24
C7H14N2O | the Open Molecules 2025 dataset | the ωB97M-V functional and the def2-TZVPD basis
C -0.366 -0.678 -0.118
C 0.267 -1.896 0.532
C -0.695 -0.852 -1.597
C -1.677 -0.384 0.614
C -0.300 2.357 0.097
C 1.733 0.267 -0.565
C 0.413 1.328 0.899
O 2.230 -0.678 -1.348
N 2.056 1.286 -0.013
N 0.510 1.057 2.101
H 3.165 -0.468 -1.518
H 1.388 1.203 2.583
H 0.649 -1.617 1.521
H -0.475 -2.693 0.675
H 1.073 -2.328 -0.060
H 0.143 -1.216 -2.187
H -1.049 0.083 -2.039
H -1.508 -1.584 -1.714
H -1.552 -0.248 1.688
H -2.231 0.452 0.182
H -2.338 -1.256 0.511
H -0.321 2.116 -0.961
H -1.321 2.436 0.473
H 0.206 3.314 0.244
```

---

Name the least stable of them. b.

---

a:
An isolated molecule of C8H12N2O2, computed with the ωB97M-V functional and the def2-TZVPD basis.

HOMO level in eV: -7.12
LUMO energy in eV: 0.62
Net charge: 0
SMILES: C=C(C)Nc1cc(O)n(C)c1O

```
24
C8H12N2O2 | the Open Molecules 2025 dataset | the ωB97M-V functional and the def2-TZVPD basis
C 0.246 -1.013 -0.491
C -0.128 0.314 -0.420
C 1.622 -1.014 -0.194
C 1.022 1.022 -0.063
C -2.522 0.052 -0.047
C -3.635 -0.080 -0.692
C -2.096 -0.437 1.318
C 3.444 0.550 0.308
N 2.047 0.208 0.087
N -1.442 0.814 -0.643
O 2.480 -2.086 -0.252
O 1.077 2.361 0.242
H -3.679 0.469 -1.647
H -4.438 -0.604 -0.326
H -0.353 -1.820 -0.844
H -1.546 0.397 1.653
H -1.380 -1.274 1.394
H -3.060 -0.700 1.869
H 3.811 -0.291 0.983
H 4.117 0.593 -0.656
H 3.337 1.422 0.850
H -1.596 1.203 -1.596
H 2.542 -2.461 -1.129
H 0.130 2.375 0.296
```

---

b:
A structure of composition C8H12N2O2, computed with the ωB97M-V functional and the def2-TZVPD basis.

HOMO level in eV: -7.60
LUMO energy in eV: 0.70
Net charge: 0

```
24
C8H12N2O2 | the Open Molecules 2025 dataset | the ωB97M-V functional and the def2-TZVPD basis
C -2.337 -0.459 0.683
C -1.460 -0.708 -0.562
C 0.071 -0.245 -0.381
C 0.942 -1.254 -0.329
C 2.304 -1.050 -0.109
C 2.708 0.348 0.236
C 1.689 1.359 0.043
C 0.316 1.087 -0.248
H -4.236 -0.553 1.354
H -4.212 0.111 -0.417
H -1.836 -1.225 1.391
H -2.361 0.600 1.083
H -1.575 -1.917 -1.062
H -2.188 0.188 -1.309
H 0.674 -2.360 -0.472
H 4.017 -2.361 -0.220
H 4.057 1.564 0.466
H 2.277 2.307 0.297
H -0.119 3.010 -0.214
H -1.553 1.785 -0.790
N -3.741 -0.918 0.326
N -0.700 2.105 -0.214
O 3.229 -2.026 0.065
O 4.035 0.611 0.383
```

---

Name the least stable of them. b.

---

a:
A cluster of 3 separate species, C4H14N4 in total, computed with the ωB97M-V functional and the def2-TZVPD basis.

HOMO level (alpha / beta) in eV: -7.41 / -6.28
LUMO energy (alpha / beta) in eV: 1.01 / 0.52
Net charge: 0

```
22
C4H14N4 | the Open Molecules 2025 dataset | the ωB97M-V functional and the def2-TZVPD basis
C 0.091 -0.374 0.194
C 0.292 1.014 2.026
C -0.963 -1.144 -2.674
C 1.355 0.269 2.767
N -1.048 0.300 0.133
N -0.924 -1.693 -1.349
N -1.099 1.339 -0.701
N 1.238 -0.053 -0.519
H -1.880 -1.802 -1.013
H 0.106 -1.230 0.844
H -1.898 1.930 -0.541
H -0.238 1.825 -0.935
H 1.935 -0.780 -0.451
H 1.053 0.127 -1.499
H 0.606 1.898 1.479
H -0.666 1.113 2.522
H -1.325 -0.092 -2.722
H 0.043 -1.148 -3.117
H -1.606 -1.710 -3.369
H 2.249 0.128 2.154
H 1.006 -0.715 3.096
H 1.673 0.801 3.676
```

---

b:
An isolated molecule of C4H14N4, computed with the ωB97M-V functional and the def2-TZVPD basis.

HOMO level in eV: -7.57
LUMO energy in eV: 0.94
Net charge: 0

```
22
C4H14N4 | the Open Molecules 2025 dataset | the ωB97M-V functional and the def2-TZVPD basis
C -0.664 -0.034 -2.279
C -1.521 0.211 0.676
N 0.365 0.090 -1.244
C -0.110 0.663 0.392
N 1.455 0.899 -1.727
N 0.318 1.869 0.513
H 1.396 1.753 -1.157
H 2.314 0.434 -1.443
H -0.352 2.490 0.954
H -0.222 -0.393 -3.209
H -1.437 -0.723 -1.944
H -1.098 0.952 -2.448
H -1.718 0.300 1.745
H -2.236 0.853 0.158
H -1.672 -0.828 0.388
C 0.514 -1.546 2.062
N 0.934 -0.622 1.031
H 1.779 -0.135 1.311
H 0.768 -0.799 -0.809
H -0.304 -2.171 1.695
H 0.159 -1.048 2.978
H 1.332 -2.215 2.354
```

---

Name the least stable of them. a.